(1)
{
  "formula": "C4H7N",
  "method": "ωB97M-V/def2-TZVPD",
  "symbols": ["C", "C", "C", "C", "N", "H", "H", "H", "H", "H", "H", "H"],
  "coordinates": [[0.679, 0.135, 1.745], [0.761, -0.804, 0.878], [-0.791, 0.611, -1.235], [-0.892, -0.639, -0.834], [1.557, 0.591, 0.759], [0.002, 0.677, 2.264], [0.852, -1.828, 0.594], [1.102, 1.214, -0.003], [-1.075, 1.316, -0.521], [-0.185, 0.918, -2.069], [-0.554, -1.406, -1.595], [-1.456, -0.783, 0.018]],
  "lowdin_charge": [-0.251, -0.075, -0.121, -0.136, 0.109, 0.050, 0.087, 0.113, 0.030, 0.056, 0.099, 0.040],
  "s_squared": 2.0187,
  "charge": 0,
  "multiplicity": 3
}

=====

(2)
{
  "formula": "C4H7N2",
  "method": "ωB97M-V/def2-TZVPD",
  "symbols": ["C", "N", "N", "C", "C", "C", "H", "H", "H", "H", "H", "H", "H"],
  "coordinates": [[-2.809, 0.136, -0.076], [-1.575, 0.166, 0.044], [-0.539, 0.671, 0.210], [0.671, 0.035, -0.030], [0.755, -1.292, 0.131], [1.960, 0.756, -0.030], [-3.271, -0.569, 0.597], [-3.417, 0.727, -0.923], [-0.077, -1.943, 0.313], [1.706, -1.796, 0.095], [1.777, 1.829, -0.524], [2.573, 0.316, -0.724], [2.246, 0.965, 0.916]],
  "lowdin_charge": [0.161, 0.026, 0.229, -0.323, 0.167, -0.020, 0.117, 0.191, 0.080, 0.102, 0.147, 0.065, 0.059],
  "smiles": "C=[N+]=NC(=C)C",
  "charge": 1
}

=====

(3)
{
  "formula": "C4H7N2",
  "method": "ωB97M-V/def2-TZVPD",
  "symbols": ["C", "N", "N", "C", "C", "C", "H", "H", "H", "H", "H", "H", "H"],
  "coordinates": [[-2.035, 0.152, 0.122], [-0.658, -0.065, 0.046], [-0.028, -0.363, 1.098], [1.402, -0.311, 0.868], [1.569, 0.000, -0.566], [0.422, 0.226, -1.226], [-2.276, 1.126, -0.430], [-2.341, 0.008, 1.159], [-2.539, -0.642, -0.504], [2.084, -1.029, 1.419], [1.773, 0.600, 1.383], [2.552, -0.030, -1.094], [0.074, 0.328, -2.275]],
  "lowdin_charge": [-0.015, -0.105, 0.159, -0.136, -0.057, 0.136, 0.145, 0.112, 0.133, 0.174, 0.167, 0.150, 0.135],
  "smiles": "C[N+]1=NCC=C1",
  "charge": 1
}

=====

(4)
{
  "formula": "C4H7N2",
  "method": "ωB97M-V/def2-TZVPD",
  "symbols": ["H", "N", "N", "C", "C", "C", "C", "H", "H", "H", "H", "H", "H"],
  "coordinates": [[2.546, 1.263, -0.231], [2.346, 0.364, 0.068], [1.169, 0.051, 0.067], [0.709, -1.231, 0.067], [-0.661, -1.242, -0.015], [-1.378, 0.070, 0.042], [-0.299, 1.151, 0.032], [1.467, -1.948, -0.155], [-1.247, -2.111, 0.023], [-2.222, 0.104, -0.794], [-2.081, -0.031, 0.734], [-0.167, 1.880, -0.810], [-0.182, 1.682, 0.972]],
  "lowdin_charge": [0.089, 0.261, -0.100, -0.028, 0.051, -0.149, 0.103, 0.139, 0.119, 0.191, 0.074, 0.136, 0.113],
  "smiles": "[H]/N=[N+]1/C=CCC1",
  "charge": 1
}

=====

(5)
{
  "formula": "C4H7N2",
  "method": "ωB97M-V/def2-TZVPD",
  "symbols": ["C", "C", "C", "C", "N", "N", "H", "H", "H", "H", "H", "H", "H"],
  "coordinates": [[1.651, -0.661, -0.804], [-1.223, 0.352, 1.208], [-0.509, 0.331, -0.987], [0.077, -0.340, 1.085], [-1.470, 0.728, -0.099], [0.583, -0.245, -0.143], [2.423, -1.373, -0.499], [1.635, -0.311, -1.775], [-2.150, -0.070, 1.716], [-0.917, 1.190, 1.886], [-0.799, -0.150, -1.868], [-0.164, 1.225, -1.454], [0.864, -0.677, 1.735]],
  "lowdin_charge": [0.190, -0.159, -0.150, 0.076, 0.111, -0.074, 0.129, 0.083, 0.178, 0.169, 0.143, 0.151, 0.154],
  "charge": 1
}

=====

(6)
{
  "formula": "C4H7N2",
  "method": "ωB97M-V/def2-TZVPD",
  "symbols": ["H", "N", "N", "C", "C", "C", "C", "H", "H", "H", "H", "H", "H"],
  "coordinates": [[-2.569, 1.060, 0.344], [-2.259, 0.208, -0.110], [-1.059, 0.034, -0.066], [-0.335, -1.174, -0.179], [0.895, -0.547, 0.407], [1.337, 0.488, -0.526], [0.003, 0.807, 0.311], [-0.323, -1.469, -1.198], [-0.647, -2.009, 0.508], [1.320, -0.599, 1.336], [2.268, 1.187, -0.241], [1.416, 0.326, -1.546], [-0.046, 1.685, 0.959]],
  "lowdin_charge": [0.129, 0.308, -0.179, -0.041, -0.081, 0.014, -0.054, 0.144, 0.185, 0.126, 0.186, 0.092, 0.171],
  "smiles": "[H]/N=[N+]1/C[C@H]2C[C@H]21",
  "charge": 1
}

=====

(7)
{
  "formula": "C4H7N2O",
  "method": "ωB97M-V/def2-TZVPD",
  "symbols": ["C", "C", "C", "N", "N", "C", "O", "H", "H", "H", "H", "H", "H", "H"],
  "coordinates": [[0.234, 1.768, -0.246], [-0.112, 0.531, 0.558], [0.077, -1.048, 0.108], [0.753, -2.148, 0.079], [-1.072, -0.482, 0.168], [-2.522, -0.597, -0.236], [-3.234, 0.231, 0.256], [-0.220, 2.710, 0.233], [-0.020, 1.791, -1.238], [1.281, 1.883, -0.249], [0.015, 0.830, 1.671], [1.636, -2.303, 0.539], [0.256, -3.031, -0.075], [-2.742, -1.380, -0.964]],
  "lowdin_charge": [-0.033, -0.084, -0.123, 0.245, 0.073, -0.118, 0.149, 0.134, 0.052, 0.072, 0.175, 0.150, 0.157, 0.151],
  "smiles": "C[C@@H]1C(=[NH2+])N1C=O",
  "charge": 1
}

=====

(8)
{
  "formula": "C4H7N2O",
  "method": "ωB97M-V/def2-TZVPD",
  "symbols": ["C", "C", "C", "C", "N", "N", "O", "H", "H", "H", "H", "H", "H", "H"],
  "coordinates": [[0.916, -1.452, 0.078], [-2.211, 0.437, 0.114], [0.442, 0.723, 0.429], [-0.727, 0.001, -0.175], [1.487, -0.284, 0.284], [-0.420, -1.398, -0.118], [-3.074, -0.386, 0.326], [1.460, -2.352, 0.368], [-2.296, 1.474, 0.146], [0.792, 1.522, -0.073], [0.323, 1.008, 1.449], [-0.934, 0.485, -1.670], [2.505, -0.082, 0.212], [-1.200, -1.942, -0.451]],
  "lowdin_charge": [-0.024, -0.196, -0.089, -0.222, 0.104, 0.148, 0.090, 0.177, 0.109, 0.101, 0.144, 0.276, 0.205, 0.179],
  "charge": 1
}

=====

Taking the records one at a time from the top gives strongest force on any atom values of 7.437, 6.860, 5.488, 5.590, 3.240, 4.094, 4.127, 5.527 eV/Å.
Taking the records one at a time from the top gives relative energy (zero: lowest compared OMol25 entry of this formula, charge and spin) values of 4.199, 5.416, 3.771, 4.613, 5.689, 5.372, 3.240, 3.236 eV.